Entry 1:
{"formula": "C7H8BrOP", "method": "the ωB97M-V functional and the def2-TZVPD basis", "elements": ["C", "C", "C", "C", "C", "C", "C", "O", "P", "Br", "H", "H", "H", "H", "H", "H", "H", "H"], "xyz": [[0.35020, 0.93593, 1.56642], [-0.06847, 1.40058, 0.37565], [0.08619, -0.46163, 1.83382], [-0.67095, 0.52518, -0.71169], [-0.34680, -1.33877, 0.89981], [-0.82191, -0.88800, -0.42421], [-1.46891, -1.67951, -1.28143], [2.09211, 1.50497, -2.20166], [2.25383, 1.86874, -0.79205], [3.09849, -0.14520, 0.15378], [0.61928, 1.49759, 2.39282], [-0.09663, 2.39046, 0.08923], [0.30469, -0.85730, 2.93785], [-1.54283, 0.96864, -1.12583], [-0.66605, -2.32335, 1.20758], [-1.65892, -1.22486, -2.30255], [-1.59363, -2.81168, -1.15982], [0.13032, 0.63824, -1.45771]], "lowdin_charge": [-0.1547, -0.2237, -0.1215, -0.1666, -0.0517, -0.3384, 0.0448, -0.5349, 0.6185, 0.1413, 0.0896, 0.0564, 0.1500, 0.1218, 0.1074, 0.0893, 0.0904, 0.0818], "orbital_gap_ha": 0.2614, "energy_ha": -3262.08804, "multiplicity": 1, "smiles": "C=C1C=CC=CC1.O=PBr", "e_homo_ha": -0.305, "e_above_lowest_ev": 1.130}


Entry 2:
{"formula": "C21H34Cl2OP3Zr", "method": "the ωB97M-V functional and the def2-TZVPD basis", "elements": ["C", "C", "H", "H", "H", "O", "Cl", "Zr", "P", "C", "C", "H", "H", "H", "H", "H", "H", "C", "H", "H", "H", "P", "C", "C", "H", "H", "H", "C", "H", "H", "H", "H", "H", "H", "Cl", "C", "P", "C", "C", "C", "C", "C", "C", "C", "C", "C", "C", "C", "C", "H", "H", "H", "H", "H", "H", "H", "H", "H", "H", "H", "H", "H"], "xyz": [[1.75054, 0.23907, -5.05315], [2.10241, 0.36610, -3.69848], [2.62675, 0.14412, -5.72119], [1.16812, 1.14366, -5.35608], [1.07974, -0.65178, -5.17746], [2.54711, 0.27692, -2.62228], [-2.28352, -0.79071, -3.95658], [-1.25284, -0.25630, -1.91327], [-0.18081, 2.10770, -1.83763], [1.20990, 2.75173, -0.84961], [0.12063, 2.81393, -3.48779], [0.10493, 3.90880, -3.40330], [-1.32760, 4.23652, -1.74448], [-0.68720, 2.50870, -4.16900], [-2.47818, 2.87643, -1.56585], [2.10446, 2.15296, -1.04076], [1.07168, 2.49186, -3.91545], [-1.49284, 3.25817, -1.27777], [1.43156, 3.80658, -1.08313], [-1.48090, 3.36975, -0.19105], [0.98057, 2.67517, 0.21227], [0.02899, -2.47175, -1.37932], [1.45382, -3.12574, -0.48185], [-1.30856, -3.43158, -0.57293], [-0.58489, -3.03041, -3.68189], [0.08779, -4.44433, -2.76047], [1.17449, -3.17938, -3.39827], [0.18451, -3.36999, -2.97131], [-2.29818, -3.01018, -0.79660], [-1.24664, -4.45083, -0.96208], [1.73358, -4.12670, -0.83267], [1.23403, -3.18014, 0.58238], [-1.16508, -3.44109, 0.51299], [2.31349, -2.46376, -0.60314], [-3.45172, 0.04122, -1.12084], [-2.49262, -0.41694, 1.98125], [-0.89325, -0.12751, 1.16814], [-0.54658, 1.48188, 2.06943], [0.64726, 1.74554, 2.75186], [0.84493, 2.97879, 3.37372], [-0.18215, 3.92634, 3.39577], [-1.41693, 3.63877, 2.81044], [-1.58967, 2.43153, 2.12967], [0.05239, -1.34068, 2.20480], [-0.57239, -2.30798, 3.01759], [0.18354, -3.15458, 3.83303], [1.57524, -3.01926, 3.89556], [2.21238, -2.05939, 3.09314], [1.46407, -1.26792, 2.21853], [-3.22871, 0.37470, 1.77896], [-2.27131, -0.44396, 3.07388], [-2.92468, -1.36072, 1.65501], [1.42338, 0.98243, 2.81741], [1.79766, 3.16869, 3.86532], [-0.01317, 4.90251, 3.85791], [-2.25021, 4.33852, 2.89749], [-2.56421, 2.25062, 1.67329], [-1.65824, -2.41467, 3.08744], [-0.31405, -3.90273, 4.45211], [2.17964, -3.66685, 4.53719], [3.29668, -1.90199, 3.15413], [1.97083, -0.57984, 1.52498]], "lowdin_charge": [0.0809, -0.0119, 0.1768, 0.1398, 0.1587, 0.3236, 0.0501, 0.5914, 0.6898, -0.2062, -0.2468, 0.0847, 0.0793, 0.0713, 0.0408, 0.0360, 0.0148, -0.2132, 0.0954, 0.0371, 0.0338, 0.6698, -0.2228, -0.2169, 0.0093, 0.0743, 0.0503, -0.2639, 0.0457, 0.0754, 0.0878, 0.0349, 0.0479, 0.0525, 0.1072, -0.3027, 0.9233, -0.3722, -0.0934, -0.0438, -0.0379, -0.0481, -0.1341, -0.3936, -0.0984, -0.0363, -0.0293, -0.0545, -0.1729, 0.0321, 0.0902, 0.0426, 0.0867, 0.1236, 0.1273, 0.1266, 0.0981, 0.1031, 0.1272, 0.1283, 0.1258, 0.1048], "orbital_gap_ha": 0.1789, "energy_ha": -2886.37828, "multiplicity": 1, "charge": 3, "e_homo_ha": -0.614, "e_above_lowest_ev": 0.000}


Entry 3:
{"formula": "C45H136O23", "method": "the ωB97M-V functional and the def2-TZVPD basis", "elements": ["C", "C", "O", "H", "H", "H", "H", "H", "H", "C", "C", "O", "H", "H", "H", "H", "H", "H", "C", "C", "O", "H", "H", "H", "H", "H", "H", "C", "C", "O", "H", "H", "H", "H", "H", "H", "C", "C", "O", "H", "H", "H", "H", "H", "H", "C", "C", "O", "H", "H", "H", "H", "H", "H", "C", "C", "C", "O", "H", "H", "H", "H", "H", "H", "H", "H", "C", "C", "C", "O", "H", "H", "H", "H", "H", "H", "H", "H", "C", "C", "C", "O", "H", "H", "H", "H", "H", "H", "H", "H", "C", "C", "C", "O", "H", "H", "H", "H", "H", "H", "H", "H", "C", "C", "C", "O", "H", "H", "H", "H", "H", "H", "H", "H", "C", "C", "C", "O", "H", "H", "H", "H", "H", "H", "H", "H", "C", "C", "C", "O", "H", "H", "H", "H", "H", "H", "H", "H", "C", "C", "C", "O", "H", "H", "H", "H", "H", "H", "H", "H", "C", "C", "C", "O", "H", "H", "H", "H", "H", "H", "H", "H", "C", "C", "C", "O", "H", "H", "H", "H", "H", "H", "H", "H", "C", "C", "C", "O", "H", "H", "H", "H", "H", "H", "H", "H", "O", "H", "H", "O", "H", "H", "O", "H", "H", "O", "H", "H", "O", "H", "H", "O", "H", "H"], "xyz": [[17.03698, 20.24800, 15.04365], [17.90077, 20.57078, 13.85783], [18.40660, 21.91934, 13.89644], [16.61984, 19.24331, 14.88826], [16.21438, 20.98088, 15.17578], [17.62984, 20.26172, 15.94789], [17.31562, 20.41251, 12.94972], [18.75894, 19.88940, 13.84008], [17.62693, 22.49982, 13.95656], [20.22553, 10.35707, 17.65527], [18.84850, 10.44942, 17.00225], [17.82527, 10.98210, 17.83327], [20.51991, 11.25963, 18.17585], [20.96990, 10.10503, 16.90158], [20.28125, 9.53037, 18.38204], [18.49270, 9.45114, 16.70579], [18.94468, 11.10552, 16.13237], [17.59646, 10.32229, 18.50527], [13.59031, 14.08119, 10.89767], [13.17956, 12.66981, 10.60197], [13.74332, 12.27465, 9.34087], [13.35151, 14.36622, 11.91755], [13.19490, 14.82811, 10.22971], [14.70039, 14.16282, 10.81053], [12.10707, 12.54809, 10.55489], [13.51528, 11.98645, 11.41876], [13.25906, 11.54183, 8.96049], [15.16580, 15.44752, 20.27173], [16.47499, 16.20070, 20.40817], [17.35701, 15.96815, 19.31061], [15.29227, 14.36864, 20.14905], [14.55703, 15.75940, 19.41140], [14.50872, 15.63859, 21.13618], [17.00435, 15.82637, 21.30850], [16.31218, 17.25754, 20.55446], [17.35264, 15.00691, 19.20806], [21.85150, 11.55403, 14.67700], [22.83495, 11.19692, 13.58482], [23.85855, 10.27598, 13.93591], [21.13302, 12.30336, 14.33037], [22.30575, 11.96617, 15.58471], [21.26293, 10.68108, 14.95524], [23.30681, 12.09718, 13.20580], [22.34716, 10.69965, 12.73304], [24.44663, 10.66764, 14.58167], [17.86015, 16.40368, 10.72118], [17.77070, 17.69676, 11.61064], [17.03778, 17.54920, 12.80876], [18.02764, 15.55268, 11.38766], [18.71691, 16.47245, 10.07110], [17.00508, 16.14219, 10.12088], [17.46252, 18.57991, 11.05428], [18.81355, 17.82935, 11.90252], [17.61689, 17.10835, 13.44688], [9.12230, 15.83172, 20.89015], [10.16358, 16.96780, 20.76068], [11.61190, 16.40532, 20.90640], [9.91828, 17.52844, 19.45988], [9.16602, 15.37960, 21.89499], [9.37571, 15.04860, 20.17000], [8.10498, 16.19358, 20.65809], [9.97644, 17.71348, 21.54380], [11.78774, 15.81024, 21.80801], [12.40019, 17.14264, 20.76913], [11.75774, 15.71156, 20.06484], [10.51484, 18.28438, 19.35951], [15.52588, 15.58008, 15.36206], [15.08112, 14.62547, 14.30599], [16.20996, 13.79699, 13.74126], [14.01670, 13.70299, 14.77851], [16.07524, 15.03411, 16.12782], [14.64209, 16.06030, 15.78138], [16.16422, 16.39244, 15.03748], [14.56830, 15.21270, 13.54685], [15.85231, 13.15660, 12.93395], [16.67228, 13.12065, 14.50117], [17.02468, 14.37053, 13.29082], [14.30333, 13.20653, 15.56199], [13.99470, 19.34759, 16.98500], [13.56905, 18.95367, 18.38391], [14.53015, 19.47886, 19.42453], [12.19093, 19.34465, 18.65389], [14.97678, 18.95457, 16.69439], [13.93870, 20.43646, 16.95348], [13.24608, 18.98758, 16.28964], [13.62044, 17.87399, 18.40117], [15.42881, 18.86997, 19.41488], [14.15854, 19.35025, 20.43728], [14.83956, 20.52077, 19.38906], [12.05998, 20.30090, 18.62560], [19.19143, 11.90505, 11.78588], [19.59382, 12.48085, 10.48382], [20.90273, 11.90192, 9.92440], [18.42910, 12.25608, 9.59310], [19.22052, 10.82256, 11.73479], [18.20903, 12.24510, 12.08100], [19.95134, 12.22758, 12.52174], [19.66466, 13.54984, 10.55268], [20.91341, 10.81697, 10.09211], [21.79560, 12.30596, 10.43697], [20.95030, 12.05262, 8.84062], [18.67853, 12.39157, 8.67059], [9.32314, 11.65606, 16.15812], [9.63106, 10.45699, 15.33648], [9.52219, 9.16027, 16.05614], [8.81111, 10.38714, 14.09888], [8.28442, 11.65477, 16.51266], [9.43031, 12.56904, 15.58352], [9.98037, 11.79723, 17.03349], [10.67056, 10.54360, 15.00564], [10.26856, 9.02199, 16.85894], [9.70463, 8.34053, 15.36986], [8.57174, 8.85034, 16.50888], [7.93106, 10.12281, 14.42265], [21.02942, 19.49145, 15.82763], [21.88052, 18.99170, 16.95213], [22.95870, 20.01315, 17.34342], [20.98779, 18.71416, 18.05331], [20.25307, 18.72905, 15.62416], [21.53159, 19.70968, 14.88494], [20.51247, 20.41998, 16.13763], [22.31972, 18.04944, 16.59389], [22.52030, 21.00071, 17.45539], [23.77888, 20.14625, 16.61868], [23.40798, 19.77924, 18.32025], [20.41839, 19.49282, 18.12904], [12.93824, 17.42440, 12.98355], [13.48283, 17.82594, 11.64070], [13.90094, 19.28460, 11.63010], [14.58827, 16.96846, 11.23422], [13.80072, 17.33752, 13.68730], [12.48578, 16.44785, 12.82867], [12.19094, 18.13923, 13.34966], [12.75272, 17.70023, 10.83140], [12.99280, 19.89154, 11.75898], [14.36232, 19.51122, 10.67203], [14.66345, 19.51423, 12.38065], [15.25716, 17.09846, 11.91614], [10.40864, 17.72024, 16.02803], [10.84815, 16.30921, 15.62858], [10.88999, 15.43086, 16.84021], [9.98184, 15.75824, 14.63504], [9.37469, 17.76992, 16.35528], [10.47728, 18.42673, 15.19701], [11.04843, 18.08316, 16.84194], [11.83996, 16.46231, 15.15144], [9.94893, 15.41847, 17.38997], [11.69484, 15.69573, 17.55780], [11.08803, 14.37570, 16.58140], [9.14439, 15.45272, 15.01089], [14.74531, 8.41395, 14.51749], [15.23399, 9.49428, 13.55359], [16.58731, 10.08497, 13.96254], [15.28990, 8.83477, 12.31201], [13.71778, 8.08860, 14.29549], [14.73216, 8.78600, 15.56509], [15.42043, 7.52862, 14.51568], [14.54937, 10.35742, 13.47887], [17.37472, 9.31254, 14.06178], [16.51907, 10.44635, 14.99936], [16.96999, 10.90388, 13.36340], [15.50172, 9.45853, 11.60865], [14.15470, 11.67285, 19.04198], [14.33616, 11.22878, 17.59886], [13.04892, 11.23487, 16.80111], [15.30952, 11.99593, 16.85920], [13.63077, 10.89190, 19.59206], [13.57437, 12.61161, 19.07028], [15.11701, 11.88695, 19.56799], [14.78972, 10.22851, 17.57480], [12.53004, 12.20017, 16.85915], [12.33407, 10.45003, 17.09035], [13.33267, 11.06588, 15.77284], [16.12195, 11.49112, 16.74208], [19.73487, 14.66441, 15.89266], [19.90897, 15.82964, 14.95761], [20.38178, 15.37916, 13.62140], [18.64817, 16.53860, 14.85322], [20.63993, 14.04444, 16.06192], [18.93691, 14.02775, 15.51918], [19.35484, 15.01683, 16.84089], [20.61004, 16.54064, 15.41905], [21.35321, 14.88548, 13.58780], [20.42539, 16.23463, 12.92687], [19.65004, 14.73181, 13.14976], [18.45037, 16.81535, 15.81158], [11.37545, 13.29863, 13.69944], [12.28562, 13.42639, 13.99286], [11.00821, 14.19926, 13.71118], [11.17826, 10.88599, 12.03183], [10.85821, 11.65862, 12.50630], [10.53457, 10.21447, 12.22069], [18.50698, 17.62391, 17.50052], [18.02831, 17.07696, 18.12572], [19.42544, 17.68857, 17.86883], [15.99134, 11.01713, 10.62375], [16.88044, 11.32676, 10.37424], [15.33741, 11.35407, 9.99270], [15.15637, 14.71238, 7.68721], [15.03577, 13.75748, 7.84175], [15.24748, 15.13008, 8.56038], [17.91022, 13.23345, 19.48108], [18.48596, 13.18746, 20.22166], [18.05814, 12.43255, 18.94346]], "lowdin_charge": [-0.0950, -0.3185, -0.0894, 0.0617, 0.0819, 0.0641, 0.0981, 0.1020, 0.0832, -0.0711, -0.2827, -0.1110, 0.0748, 0.0526, 0.0813, 0.1239, 0.1094, 0.1181, -0.0788, -0.2920, -0.0954, 0.0470, 0.0738, 0.0837, 0.0972, 0.1106, 0.0953, -0.0735, -0.2786, -0.1097, 0.0574, 0.0680, 0.0751, 0.1188, 0.0912, 0.0398, -0.0926, -0.3198, -0.0697, 0.0432, 0.0814, 0.0591, 0.1050, 0.1125, 0.0774, -0.0528, -0.2807, -0.1172, 0.0506, 0.0667, 0.0492, 0.1119, 0.0944, 0.0328, -0.0623, -0.4569, -0.0572, -0.0723, 0.0790, 0.0694, 0.0826, 0.1288, 0.0782, 0.0531, 0.0661, 0.0519, -0.0425, -0.4205, -0.0361, -0.0793, 0.0860, 0.0736, 0.0564, 0.0999, 0.0691, 0.0819, 0.0645, 0.0446, -0.0435, -0.4584, -0.0518, -0.0711, 0.0789, 0.0863, 0.0649, 0.1185, 0.0612, 0.0768, 0.0837, 0.1035, -0.0595, -0.4446, -0.0386, -0.0736, 0.0969, 0.0590, 0.0717, 0.1142, 0.0823, 0.0833, 0.0777, 0.0913, -0.0669, -0.4797, -0.0776, -0.0645, 0.0866, 0.0591, 0.0817, 0.1242, 0.0796, 0.0787, 0.0840, 0.0873, -0.0727, -0.4736, -0.0529, -0.0720, 0.0646, 0.0941, 0.0975, 0.1369, 0.0735, 0.0856, 0.0801, 0.0971, -0.0533, -0.4666, -0.0575, -0.0710, 0.0893, 0.0729, 0.0847, 0.1422, 0.0853, 0.0779, 0.0713, 0.0362, -0.0506, -0.4781, -0.0537, -0.0610, 0.0823, 0.0713, 0.0549, 0.1172, 0.0822, 0.0807, 0.0645, 0.1027, -0.0519, -0.4886, -0.0468, -0.0555, 0.0817, 0.0607, 0.0905, 0.1347, 0.0896, 0.0471, 0.0400, 0.0393, -0.0439, -0.4645, -0.0459, -0.0822, 0.0802, 0.0803, 0.0755, 0.1267, 0.0791, 0.0830, 0.0721, 0.0398, -0.0424, -0.4707, -0.0457, -0.1081, 0.0850, 0.0740, 0.0666, 0.1231, 0.0858, 0.0846, 0.0605, 0.0789, -0.0548, 0.0017, 0.0247, -0.0566, -0.0019, 0.0125, -0.0707, -0.0086, 0.0438, -0.0541, 0.0165, 0.0212, -0.0754, 0.0235, 0.0146, -0.0330, 0.0397, 0.0178], "orbital_gap_ha": 0.3366, "energy_ha": -3526.59736, "multiplicity": 1, "e_homo_ha": -0.338}


Entry 4:
{"formula": "AlBH6O", "method": "the ωB97M-V functional and the def2-TZVPD basis", "elements": ["Al", "B", "H", "H", "H", "H", "O", "H", "H"], "xyz": [[-14.02093, 6.68255, 19.32875], [-15.09921, 3.99814, 20.82158], [-15.86980, 4.74481, 20.93531], [-15.26339, 3.25720, 21.58858], [-15.11612, 3.52565, 19.85168], [-14.17236, 4.54178, 20.91981], [-11.16840, 7.20701, 18.81868], [-10.40881, 7.51215, 19.31481], [-10.92162, 7.33019, 17.90208]], "lowdin_charge": [1.4255, 0.0754, 0.1235, 0.1915, 0.1182, -0.0362, -0.0576, 0.0842, 0.0755], "orbital_gap_ha": 0.1275, "energy_ha": -345.00154, "multiplicity": 1, "charge": 2, "e_homo_ha": -0.751, "e_above_lowest_ev": 4.274}


What is the multiplicity in the second record? 1


Which value of multiplicity does entry 3 give? 1